1.
{"formula": "C12H33IN3O3", "method": "ωB97M-V/def2-TZVPD", "charge": -1, "relative_energy_kj_mol": 21.8, "max_force_ev_per_a": 0.83, "energy_ev": -31694.2418, "orbital_gap_ha": 0.2670, "elements": ["I", "C", "C", "C", "O", "C", "N", "H", "H", "H", "H", "H", "H", "H", "H", "H", "H", "H", "C", "C", "C", "O", "C", "N", "H", "H", "H", "H", "H", "H", "H", "H", "H", "H", "H", "C", "C", "C", "O", "C", "N", "H", "H", "H", "H", "H", "H", "H", "H", "H", "H", "H"], "xyz": [[-16.25, -27.85, 0.38], [-15.58, -30.60, -3.35], [-14.97, -31.33, -2.15], [-14.22, -32.57, -2.58], [-15.14, -33.61, -2.88], [-14.48, -34.76, -3.35], [-14.07, -30.49, -1.37], [-14.80, -30.27, -4.05], [-16.09, -29.69, -3.00], [-16.33, -31.18, -3.91], [-15.80, -31.61, -1.50], [-13.54, -32.88, -1.76], [-13.62, -32.35, -3.48], [-13.76, -35.14, -2.62], [-14.00, -34.56, -4.31], [-15.25, -35.53, -3.47], [-14.59, -29.66, -1.08], [-13.31, -30.16, -1.95], [-16.29, -28.13, 4.87], [-14.99, -28.92, 4.76], [-14.93, -29.94, 5.89], [-13.84, -30.83, 5.75], [-13.58, -31.53, 6.92], [-14.82, -29.58, 3.45], [-16.32, -27.39, 4.06], [-16.38, -27.61, 5.83], [-17.15, -28.79, 4.76], [-14.14, -28.25, 4.87], [-15.87, -30.52, 5.88], [-14.88, -29.41, 6.85], [-14.49, -31.95, 7.37], [-13.11, -30.89, 7.69], [-12.90, -32.35, 6.70], [-15.62, -30.20, 3.32], [-14.99, -28.86, 2.75], [-22.13, -26.99, -0.03], [-20.69, -27.08, 0.41], [-20.52, -28.01, 1.61], [-21.18, -27.44, 2.74], [-21.08, -28.27, 3.86], [-19.86, -27.66, -0.67], [-22.25, -26.27, -0.85], [-22.79, -26.62, 0.76], [-22.50, -27.94, -0.40], [-20.32, -26.10, 0.75], [-19.46, -28.15, 1.82], [-20.96, -28.99, 1.38], [-21.69, -29.18, 3.74], [-21.44, -27.71, 4.72], [-20.04, -28.57, 4.05], [-18.89, -27.65, -0.32], [-19.82, -26.97, -1.42]]}


2.
{"formula": "C12H33N3O3Rb", "method": "ωB97M-V/def2-TZVPD", "charge": 1, "relative_energy_kj_mol": 47.0, "max_force_ev_per_a": 0.80, "energy_ev": -24241.9577, "orbital_gap_ha": 0.3205, "elements": ["Rb", "C", "C", "C", "O", "C", "N", "H", "H", "H", "H", "H", "H", "H", "H", "H", "H", "H", "C", "C", "C", "O", "C", "N", "H", "H", "H", "H", "H", "H", "H", "H", "H", "H", "H", "C", "C", "C", "O", "C", "N", "H", "H", "H", "H", "H", "H", "H", "H", "H", "H", "H"], "xyz": [[10.56, 1.43, -0.04], [10.34, -1.47, -3.83], [9.22, -1.21, -2.84], [8.11, -2.26, -2.97], [8.64, -3.49, -2.55], [7.75, -4.57, -2.77], [9.76, -1.18, -1.45], [10.00, -1.40, -4.86], [10.75, -2.48, -3.70], [11.15, -0.75, -3.68], [8.77, -0.23, -3.03], [7.76, -2.32, -4.01], [7.26, -1.98, -2.34], [7.60, -4.74, -3.85], [6.78, -4.41, -2.30], [8.18, -5.47, -2.33], [9.91, -2.15, -1.20], [9.02, -0.83, -0.85], [5.25, 0.58, 3.94], [6.27, 1.11, 4.93], [7.08, 2.26, 4.38], [7.73, 1.87, 3.18], [8.59, 2.88, 2.71], [5.72, 1.54, 6.22], [4.78, -0.33, 4.32], [5.72, 0.35, 2.99], [4.45, 1.31, 3.74], [6.97, 0.29, 5.15], [7.84, 2.55, 5.13], [6.44, 3.14, 4.21], [9.43, 2.99, 3.40], [8.10, 3.86, 2.64], [8.96, 2.55, 1.74], [5.20, 2.41, 6.12], [5.06, 0.85, 6.55], [5.34, 1.13, 0.05], [6.73, 0.92, -0.54], [7.24, 2.24, -1.05], [8.44, 2.08, -1.80], [8.63, 3.11, -2.75], [7.68, 0.27, 0.40], [4.97, 0.26, 0.59], [4.61, 1.34, -0.74], [5.34, 1.98, 0.74], [6.64, 0.25, -1.40], [7.39, 2.98, -0.25], [6.47, 2.66, -1.70], [9.56, 2.90, -3.29], [8.72, 4.10, -2.28], [7.81, 3.14, -3.47], [7.66, 0.82, 1.27], [7.27, -0.60, 0.72]]}


3.
{"formula": "C12H33NO7", "method": "ωB97M-V/def2-TZVPD", "relative_energy_kj_mol": 733.0, "max_force_ev_per_a": 10.11, "energy_ev": -28789.9531, "orbital_gap_ha": 0.2430, "elements": ["N", "H", "H", "H", "H", "O", "H", "C", "O", "C", "C", "O", "C", "C", "O", "C", "H", "H", "H", "H", "H", "H", "H", "H", "H", "H", "H", "H", "H", "H", "C", "O", "C", "C", "O", "C", "C", "O", "C", "H", "H", "H", "H", "H", "H", "H", "H", "H", "H", "H", "H", "H", "H"], "xyz": [[-76.90, 4.23, 9.98], [-76.55, 3.54, 10.40], [-76.20, 4.98, 10.21], [-77.88, 4.42, 10.25], [-76.99, 4.08, 8.98], [-79.42, 4.50, 8.23], [-79.81, 5.26, 8.43], [-78.87, 7.00, 11.46], [-77.59, 7.04, 10.91], [-77.48, 7.69, 9.64], [-76.06, 7.92, 9.29], [-75.48, 6.85, 9.05], [-74.13, 6.86, 8.63], [-73.64, 5.36, 8.60], [-74.48, 4.43, 7.94], [-74.37, 4.49, 6.59], [-79.48, 6.35, 10.66], [-79.35, 8.03, 11.43], [-78.60, 6.75, 12.34], [-77.81, 8.87, 9.57], [-77.92, 7.11, 8.79], [-75.56, 8.56, 10.10], [-75.99, 8.55, 8.30], [-73.57, 7.40, 9.40], [-74.02, 7.43, 7.62], [-73.58, 5.06, 9.71], [-72.64, 5.22, 8.20], [-74.61, 5.37, 6.10], [-74.88, 3.64, 6.25], [-73.36, 4.13, 6.27], [-75.91, 0.71, 8.61], [-76.85, 1.51, 9.27], [-77.70, 0.64, 9.98], [-78.67, 1.59, 10.71], [-78.23, 2.23, 11.75], [-79.18, 3.00, 12.60], [-78.30, 3.69, 13.58], [-77.17, 4.31, 12.89], [-76.36, 5.07, 13.81], [-75.06, 0.57, 9.18], [-75.71, 1.20, 7.57], [-76.25, -0.22, 8.58], [-77.13, 0.11, 10.92], [-78.31, -0.04, 9.39], [-79.51, 0.99, 11.14], [-79.05, 2.39, 10.14], [-79.88, 2.44, 13.07], [-79.68, 3.63, 12.00], [-77.84, 3.10, 14.39], [-78.96, 4.47, 13.93], [-75.37, 5.42, 13.28], [-75.92, 4.44, 14.51], [-77.03, 5.73, 13.98]]}


4.
{"formula": "C12H34B2F8O6V2", "method": "ωB97M-V/def2-TZVPD", "charge": 1, "relative_energy_kj_mol": 0.0, "spin_multiplicity": 8, "max_force_ev_per_a": 3.70, "s_squared": 15.761, "energy_ev": -99752.8600, "orbital_gap_ha": [0.3161, 0.1622], "elements": ["V", "V", "O", "H", "O", "H", "B", "F", "F", "F", "F", "B", "F", "F", "F", "F", "C", "C", "C", "O", "H", "H", "H", "H", "H", "H", "H", "H", "C", "C", "C", "O", "H", "H", "H", "H", "H", "H", "H", "H", "C", "C", "C", "O", "H", "H", "H", "H", "H", "H", "H", "H", "C", "C", "C", "O", "H", "H", "H", "H", "H", "H", "H", "H"], "xyz": [[1.67, -0.88, -2.23], [3.11, 1.32, -0.30], [1.29, 0.19, -0.41], [0.36, 0.20, -0.12], [3.27, 0.42, -2.21], [3.78, 0.94, -2.86], [-0.36, 1.44, -3.58], [-1.52, 0.99, -2.94], [-0.62, 1.48, -4.91], [-0.04, 2.69, -3.12], [0.65, 0.55, -3.29], [4.42, -0.75, 1.28], [5.13, -0.86, 2.42], [4.94, 0.14, 0.40], [4.28, -1.92, 0.69], [3.18, -0.17, 1.60], [1.05, -2.27, 2.62], [-0.34, -2.53, 1.99], [-1.48, -1.72, 2.69], [-0.20, -2.07, 0.65], [1.88, -2.61, 2.00], [1.17, -2.80, 3.56], [1.34, -1.25, 2.88], [-0.60, -3.59, 1.98], [-2.48, -1.68, 2.25], [-1.09, -0.70, 2.71], [-1.62, -2.05, 3.72], [0.52, -1.44, 0.64], [-0.88, -4.32, -2.22], [-0.62, -3.07, -2.98], [-1.88, -2.50, -3.55], [-0.12, -2.13, -2.07], [-1.58, -4.98, -2.73], [-1.20, -4.19, -1.19], [0.07, -4.85, -2.26], [0.08, -3.22, -3.80], [-1.66, -1.75, -4.31], [-2.47, -2.13, -2.71], [-2.49, -3.28, -4.02], [-0.60, -2.20, -1.24], [0.52, 2.36, 2.58], [1.59, 3.31, 2.09], [2.20, 4.10, 3.22], [2.71, 2.60, 1.57], [-0.30, 2.87, 3.08], [1.03, 1.66, 3.23], [0.06, 1.80, 1.77], [1.19, 4.04, 1.39], [2.62, 3.46, 4.01], [1.45, 4.65, 3.78], [2.94, 4.82, 2.88], [3.02, 2.27, 2.42], [-2.42, 0.81, 0.18], [-3.61, 1.46, -0.54], [-3.45, 2.91, -0.97], [-3.81, 0.70, -1.75], [-2.17, 1.30, 1.13], [-1.55, 0.80, -0.48], [-2.76, -0.20, 0.40], [-4.51, 1.48, 0.08], [-3.10, 3.46, -0.10], [-4.41, 3.35, -1.25], [-2.63, 3.07, -1.66], [-2.93, 0.48, -2.07]]}


5.
{"formula": "C12H34CrCuO10", "method": "ωB97M-V/def2-TZVPD", "charge": 2, "relative_energy_kj_mol": 479.2, "spin_multiplicity": 6, "max_force_ev_per_a": 3.58, "s_squared": 8.768, "energy_ev": -106506.9881, "orbital_gap_ha": [0.1809, 0.1398], "elements": ["Cr", "Cu", "C", "C", "O", "H", "H", "H", "H", "H", "C", "C", "O", "H", "H", "H", "H", "H", "C", "C", "O", "O", "H", "H", "H", "H", "H", "H", "C", "C", "O", "O", "H", "H", "H", "H", "H", "H", "C", "C", "O", "O", "H", "H", "H", "H", "H", "H", "C", "C", "O", "O", "H", "H", "H", "H", "H", "H"], "xyz": [[-1.42, -2.14, 3.02], [-2.98, -4.80, 1.42], [-0.69, -1.03, -0.60], [-1.12, -2.43, -0.30], [-1.84, -2.71, 0.87], [-0.19, -0.57, 0.25], [-1.52, -0.35, -0.78], [0.06, -0.96, -1.39], [-0.13, -2.89, -0.29], [-1.66, -2.87, -1.14], [-3.34, 1.49, 1.77], [-2.39, 0.64, 2.63], [-2.76, -0.49, 3.27], [-4.07, 1.89, 2.48], [-3.86, 0.93, 0.99], [-2.92, 2.33, 1.23], [-1.80, 1.29, 3.28], [-1.65, 0.18, 1.98], [1.77, -1.79, 2.79], [1.59, -3.30, 2.85], [0.25, -3.77, 2.94], [0.57, -1.01, 2.84], [2.19, -1.66, 1.79], [2.44, -1.30, 3.50], [2.19, -3.78, 3.62], [2.07, -3.71, 1.96], [0.29, -4.72, 3.10], [0.84, -0.11, 3.03], [1.62, -0.90, -3.86], [1.68, -2.32, -4.31], [2.89, -2.83, -3.84], [2.33, -0.01, -4.69], [1.94, -0.78, -2.82], [0.61, -0.50, -3.74], [1.52, -2.25, -5.39], [0.89, -2.85, -3.78], [2.71, -3.76, -3.73], [3.20, -0.40, -4.83], [1.20, 2.07, 1.69], [1.42, 3.55, 1.67], [0.17, 4.06, 1.21], [0.80, 1.71, 3.01], [2.03, 1.51, 1.26], [0.30, 1.73, 1.19], [2.12, 3.85, 0.88], [1.97, 3.86, 2.56], [-0.36, 4.21, 2.00], [0.59, 2.54, 3.46], [-0.83, 2.42, -1.72], [-1.05, 2.10, -3.28], [-2.00, 2.97, -3.83], [-0.23, 3.71, -1.44], [-0.03, 1.81, -1.29], [-1.67, 2.33, -1.02], [-1.50, 1.12, -3.42], [-0.08, 2.21, -3.77], [-2.24, 2.71, -4.72], [0.10, 3.74, -0.54]]}


6.
{"formula": "C12H34N3O9", "method": "ωB97M-V/def2-TZVPD", "charge": -1, "relative_energy_kj_mol": 0.0, "max_force_ev_per_a": 2.57, "energy_ev": -35889.7025, "orbital_gap_ha": 0.3273, "elements": ["N", "O", "O", "O", "C", "C", "O", "O", "H", "H", "H", "H", "H", "H", "C", "C", "O", "O", "H", "H", "H", "H", "H", "H", "C", "C", "C", "O", "C", "N", "H", "H", "H", "H", "H", "H", "H", "H", "H", "H", "H", "C", "C", "C", "O", "C", "N", "H", "H", "H", "H", "H", "H", "H", "H", "H", "H", "H"], "xyz": [[-0.04, 1.82, 1.04], [-0.56, 2.66, 1.87], [-0.23, 0.61, 1.24], [0.55, 2.28, 0.05], [2.56, 5.17, -1.90], [2.65, 5.34, -0.39], [2.92, 4.14, 0.29], [1.34, 4.48, -2.20], [3.38, 4.65, -2.41], [2.46, 6.12, -2.43], [1.74, 5.77, 0.03], [3.42, 6.08, -0.15], [2.08, 3.65, 0.37], [1.12, 3.79, -1.57], [-3.03, 4.45, 3.44], [-2.99, 4.56, 1.93], [-3.53, 3.38, 1.30], [-1.91, 3.79, 3.97], [-3.97, 4.06, 3.85], [-3.01, 5.50, 3.78], [-2.07, 4.93, 1.50], [-3.75, 5.33, 1.73], [-2.85, 2.71, 1.50], [-1.44, 3.30, 3.27], [-3.91, -0.63, 1.24], [-3.10, -1.90, 1.40], [-2.91, -2.57, 0.02], [-2.15, -3.75, 0.11], [-1.81, -4.36, -1.11], [-1.79, -1.65, 2.10], [-3.48, 0.05, 0.50], [-4.16, -0.06, 2.13], [-4.86, -0.92, 0.78], [-3.64, -2.69, 1.95], [-2.52, -1.87, -0.72], [-3.92, -2.86, -0.30], [-0.95, -5.00, -0.88], [-1.49, -3.69, -1.91], [-2.68, -4.90, -1.50], [-1.59, -0.73, 1.71], [-1.23, -2.34, 1.59], [3.76, -5.43, -2.19], [3.67, -3.92, -2.30], [2.46, -3.42, -1.49], [2.19, -2.04, -1.63], [1.36, -1.62, -0.54], [4.87, -3.23, -1.83], [2.83, -5.93, -2.47], [3.95, -5.77, -1.16], [4.58, -5.80, -2.81], [3.39, -3.75, -3.35], [2.79, -3.63, -0.46], [1.59, -4.02, -1.75], [0.90, -0.69, -0.87], [2.03, -1.41, 0.30], [0.57, -2.28, -0.16], [5.63, -3.52, -2.45], [4.79, -2.25, -2.09]]}


7.
{"formula": "C12H35N4NaO3P", "method": "ωB97M-V/def2-TZVPD", "charge": -1, "max_force_ev_per_a": 4.02, "energy_ev": -38821.5834, "orbital_gap_ha": 0.2411, "elements": ["Na", "O", "H", "O", "H", "O", "P", "N", "C", "C", "N", "C", "C", "N", "C", "C", "H", "H", "H", "H", "H", "H", "H", "H", "H", "H", "H", "H", "H", "H", "H", "H", "H", "H", "C", "C", "N", "C", "C", "C", "C", "H", "H", "H", "H", "H", "H", "H", "H", "H", "H", "H", "H", "H", "H", "H"], "xyz": [[0.48, -1.55, 0.43], [-0.43, -2.90, 1.80], [-0.08, -3.41, 2.53], [2.49, -1.08, -0.68], [2.98, -1.89, -0.77], [-0.10, 0.68, 0.51], [0.79, 1.76, 0.82], [1.28, 2.62, -0.53], [1.50, 4.07, -0.52], [2.01, 1.76, -1.50], [2.05, 1.16, 1.67], [3.43, 1.49, 1.50], [1.85, -0.16, 2.33], [0.04, 2.96, 1.72], [0.11, 2.88, 3.16], [-1.36, 3.21, 1.32], [0.92, 4.47, 0.21], [1.37, 4.55, -1.51], [2.57, 4.36, -0.31], [3.10, 2.08, -1.48], [1.43, 1.81, -2.44], [2.10, 0.70, -1.23], [3.47, 2.59, 1.38], [3.99, 1.29, 2.41], [3.91, 0.95, 0.67], [0.72, -0.38, 2.34], [2.35, -0.88, 1.72], [2.27, -0.14, 3.32], [1.16, 2.72, 3.51], [-0.25, 3.84, 3.62], [-0.47, 2.15, 3.68], [-1.69, 4.23, 1.43], [-1.98, 2.41, 1.81], [-1.30, 2.90, 0.25], [-2.58, -4.38, -1.93], [-1.51, -3.68, -1.10], [-1.30, -2.26, -1.28], [-2.54, -1.49, -0.94], [-3.12, -1.90, 0.37], [-0.78, -1.96, -2.54], [-0.41, -0.52, -2.70], [-2.88, -5.28, -1.41], [-2.20, -4.68, -2.99], [-3.51, -3.84, -2.06], [-1.53, -3.93, -0.06], [-0.56, -4.18, -1.43], [-3.34, -1.61, -1.72], [-2.27, -0.42, -0.91], [-2.40, -2.24, 1.06], [-3.92, -2.58, 0.17], [-3.68, -1.03, 0.69], [0.20, -2.50, -2.73], [-1.44, -2.30, -3.43], [0.06, -0.37, -3.64], [-1.28, 0.21, -2.68], [0.29, -0.32, -1.92]]}


8.
{"formula": "C12H35O6Pt", "method": "ωB97M-V/def2-TZVPD", "charge": 1, "relative_energy_kj_mol": 25.8, "max_force_ev_per_a": 4.02, "energy_ev": -28530.9409, "orbital_gap_ha": 0.2629, "elements": ["Pt", "C", "C", "O", "H", "H", "H", "H", "H", "C", "C", "O", "H", "H", "H", "H", "H", "H", "C", "C", "O", "H", "H", "H", "H", "H", "H", "C", "C", "O", "H", "H", "H", "H", "H", "H", "C", "C", "O", "H", "H", "H", "H", "H", "H", "C", "C", "O", "H", "H", "H", "H", "H", "H"], "xyz": [[-0.07, 0.12, -0.07], [-4.10, 0.42, 2.04], [-3.43, 0.06, 0.75], [-2.03, 0.34, 0.78], [-3.98, 1.47, 2.31], [-3.86, -0.30, 2.82], [-5.16, 0.33, 1.80], [-4.08, 0.54, 0.03], [-3.64, -0.99, 0.56], [0.85, 3.62, 1.59], [1.34, 3.04, 0.22], [0.31, 2.27, -0.32], [0.07, 4.37, 1.42], [1.57, 4.18, 2.18], [0.43, 2.85, 2.23], [2.06, 2.27, 0.50], [1.72, 3.83, -0.42], [-0.34, 2.86, -0.70], [-1.36, 1.54, -3.64], [-1.78, 0.86, -2.41], [-0.86, -0.24, -2.09], [-0.59, 2.28, -3.42], [-2.19, 2.07, -4.10], [-1.02, 0.82, -4.37], [-2.77, 0.41, -2.55], [-1.93, 1.45, -1.51], [-1.09, -0.90, -2.75], [2.65, -1.76, 2.78], [2.36, -0.24, 2.39], [0.97, -0.03, 2.09], [3.66, -2.13, 2.58], [1.89, -2.30, 2.21], [2.51, -1.89, 3.85], [2.93, -0.02, 1.49], [2.73, 0.47, 3.13], [0.41, 0.11, 2.85], [-0.53, -4.15, 1.44], [-0.97, -2.71, 0.82], [0.08, -2.26, -0.01], [0.08, -3.95, 2.33], [0.07, -4.72, 0.73], [-1.36, -4.78, 1.78], [-1.27, -2.12, 1.69], [-1.88, -2.71, 0.22], [0.32, -2.97, -0.61], [2.42, 0.38, -3.33], [2.22, -0.73, -2.24], [2.00, -0.23, -0.98], [1.54, 0.92, -3.67], [3.02, 0.02, -4.17], [2.94, 1.18, -2.79], [2.90, -1.58, -2.20], [1.35, -1.30, -2.58], [2.89, -0.05, -0.67]]}